Density functional theory data (ωB97M-V/def2-TZVPD) for a cluster of 2 separate species, C27H55Br2FIN3O5PS in total in a non-equilibrium geometry.

## Properties
spin multiplicity = 1
gap between HOMO and LUMO = 0.2852 Ha
charge = +1
F_max = 9.340 eV/A
LUMO = -2.70 eV

Atoms and positions in Å:
C -2.88871 -3.99618 0.26290
C -2.30621 -2.76129 1.23109
P -2.87580 -1.03902 0.76984
C -4.75224 -0.77292 0.75929
C -5.65723 -2.03395 0.23680
C -1.92970 -0.11918 -0.57209
C -1.73931 -1.17599 -1.77414
N -0.80051 -0.89032 -2.86757
C -1.26188 -0.60708 -4.20113
C -1.22518 0.90389 -4.81328
C -2.57251 1.80706 -4.40748
I -4.24295 1.42067 -5.82482
C 0.46081 -0.39077 -2.29695
C 1.62002 -0.27842 -3.41231
C 3.00283 -1.05482 -2.86345
C 4.13544 -0.81418 -4.02545
F 5.41688 -0.32367 -3.45647
C 0.08393 1.00076 -1.44125
S 1.38025 2.29775 -1.42461
C 1.17224 3.32657 -3.02808
O 2.87907 1.79237 -1.40556
O 1.39897 3.36371 -0.31947
N -0.69573 0.71285 -0.14087
C 0.03373 -0.20774 0.82013
C 1.64065 -0.03431 0.99076
C 2.18816 -0.98274 2.25577
C 3.34643 -0.17906 3.11725
C 2.66499 0.62067 4.37592
C 3.35072 2.09288 4.60575
C 2.55599 2.94944 5.79075
O 1.74353 4.03055 5.20814
C 1.00722 4.76569 6.26688
C -1.33201 1.90615 0.51486
Br -1.88109 3.49026 -0.57500
C -0.60252 2.47291 1.90183
C -1.37890 1.98481 3.28233
Br -0.89383 4.49542 1.86901
H -3.29736 -3.48653 -0.73131
H -3.76567 -4.59092 0.77227
H -1.98518 -4.67377 -0.06808
H -1.15793 -2.96043 1.31684
H -2.75219 -3.01718 2.30971
H -5.09050 -0.53585 1.87015
H -4.95846 0.23379 0.15144
H -5.53584 -2.89456 1.04491
H -5.25689 -2.35365 -0.82615
H -6.78865 -1.65869 0.20731
H -2.68087 0.71385 -0.98884
H -1.42805 -2.24226 -1.33201
H -2.82110 -1.37091 -2.24184
H -0.65279 -1.28111 -4.97963
H -2.38870 -0.98239 -4.33656
H -1.24418 0.79191 -6.00102
H -0.23038 1.46651 -4.56267
H -2.25704 2.95102 -4.45745
H -2.86851 1.53542 -3.28773
H 0.85747 -1.25498 -1.56824
H 1.43138 -0.88223 -4.42833
H 1.96030 0.77775 -3.75933
H 3.31304 -0.73969 -1.78685
H 2.70654 -2.20180 -2.84727
H 4.34597 -1.82819 -4.57641
H 3.70928 -0.02274 -4.79463
H -0.77359 1.43453 -2.15724
H 1.92610 2.96534 -3.87824
H 0.05647 3.31796 -3.40944
H 1.47157 4.45785 -2.81722
H -0.40254 -0.26035 1.90376
H -0.06221 -1.32578 0.40315
H 2.05777 1.04691 1.07717
H 2.14328 -0.51534 0.02904
H 2.74567 -1.92804 1.78604
H 1.31777 -1.41816 2.90825
H 3.90843 0.51787 2.34279
H 4.12077 -0.99066 3.52064
H 2.85993 -0.03900 5.34444
H 1.49563 0.68845 4.24002
H 3.30964 2.74084 3.61231
H 4.48853 2.00318 4.94111
H 3.42002 3.44818 6.43830
H 1.96772 2.24528 6.52608
H -0.11374 4.36101 6.26095
H 1.01484 5.92285 6.05042
H 1.46300 4.60254 7.33929
H -2.40892 1.65155 0.97961
H 0.55138 2.34741 1.92493
H -1.16102 0.88023 3.59249
H -1.00435 2.65782 4.19449
H -2.50815 2.25153 3.13478
C 1.21814 -6.29598 -1.71898
N 0.36891 -5.07679 -1.64095
O 0.93301 -4.01039 -1.36978
O -0.84003 -5.22473 -1.85430
H 2.25378 -6.01902 -1.51043
H 0.85000 -7.00228 -0.97213
H 1.12294 -6.69993 -2.72892